Here is an isolated molecule of C15H24N6O2 from OMol25. Energies are from the ωB97M-V functional and the def2-TZVPD basis.

Summary:
- Total energy: -1064.765692 Ha
- Gap between HOMO and LUMO: 7.3 eV
- Relative energy (zero: lowest compared OMol25 entry of this formula, charge and spin): 4.935 eV

ORCA input file:
```
! wB97M-V def2-TZVPD RIJCOSX def2/J DEFGRID3
* xyz 0 1
C -3.41 1.71 3.00
C -2.39 1.76 1.98
C -1.84 3.12 1.48
N -0.39 3.22 1.87
C -0.05 3.14 3.30
C 1.46 3.29 3.49
O 2.18 4.24 2.78
C 1.92 4.07 1.36
C 0.51 4.01 0.92
N -2.06 0.73 1.25
N -2.56 -0.50 1.60
C -2.21 -1.51 0.92
C -2.82 -2.89 1.01
C -2.13 -3.86 0.30
C -0.97 -3.47 -0.62
N -0.33 -4.32 -1.58
C 0.95 -4.02 -2.29
C 1.25 -4.82 -3.64
O 0.62 -6.11 -3.69
C -0.75 -6.02 -3.27
C -0.81 -5.64 -1.73
N -0.54 -2.23 -0.67
N -1.19 -1.37 0.07
H -3.39 0.85 3.71
H -3.51 2.59 3.64
H -4.38 1.52 2.40
H -2.43 4.02 1.81
H -1.81 3.14 0.45
H -0.52 4.02 3.84
H -0.49 2.29 3.80
H 1.56 3.45 4.59
H 1.91 2.28 3.28
H 2.23 3.10 1.03
H 2.48 4.80 0.78
H 0.08 4.95 0.80
H 0.40 3.51 -0.04
H -3.68 -3.20 1.50
H -2.51 -4.81 0.30
H 1.02 -2.98 -2.38
H 1.67 -4.27 -1.57
H 0.89 -4.31 -4.52
H 2.30 -4.85 -3.78
H -1.33 -5.28 -3.90
H -1.24 -7.02 -3.43
H -0.02 -6.42 -1.29
H -1.75 -5.94 -1.20
H -1.10 -0.31 -0.10
*
```

=====

Here is an isolated molecule of C9H10FNS from OMol25. Energies are from the ωB97M-V functional and the def2-TZVPD basis.

Summary:
- Total energy: -901.663234 Ha
- Gap between HOMO and LUMO: 9.2 eV
- Relative energy (zero: lowest compared OMol25 entry of this formula, charge and spin): 0.470 eV

ORCA input file:
```
! wB97M-V def2-TZVPD RIJCOSX def2/J DEFGRID3
* xyz 0 1
F -1.11 -3.61 2.88
C -1.02 -2.69 1.94
C -1.82 -2.64 0.80
C -1.50 -1.42 0.11
C -0.49 -0.69 0.69
C 0.20 0.46 0.16
C 1.66 0.17 -0.42
N 1.57 0.66 -1.81
C 0.71 1.89 -1.70
C -0.30 1.64 -0.52
C 0.16 1.74 0.89
S 0.06 -1.38 2.10
H -2.49 -3.49 0.42
H -2.04 -0.96 -0.70
H 1.85 -0.84 -0.40
H 2.46 0.66 0.07
H 1.02 -0.07 -2.39
H 1.51 2.68 -1.49
H 0.26 2.15 -2.70
H -1.33 1.70 -0.75
H -0.56 1.90 1.65
H 1.19 2.16 1.15
*
```

=====

Here is a 3-piece molecular cluster, C3H12O3 overall from OMol25. Energies are from the ωB97M-V functional and the def2-TZVPD basis.

Summary:
- Total energy: -347.152071 Ha
- Gap between HOMO and LUMO (spin up / spin down): 2.5 / 10.2 eV
- Relative energy (zero: lowest compared OMol25 entry of this formula, charge and spin): 0.615 eV
- ⟨S²⟩: 0.75

ORCA input file:
```
! wB97M-V def2-TZVPD RIJCOSX def2/J DEFGRID3
* xyz -1 2
C 0.13 -0.58 0.38
O 0.30 0.15 -0.80
C -0.09 -2.08 0.13
C -1.58 -2.51 0.11
H -0.69 -0.19 0.98
H 1.03 -0.48 1.00
H -0.45 0.74 -0.95
H 0.52 -2.69 0.79
H 0.29 -2.29 -0.87
H -1.76 -3.13 -0.78
H -2.17 -1.60 -0.11
H -1.91 -3.06 0.98
H 2.23 3.55 2.96
H 3.52 3.89 2.17
O 3.19 3.55 3.01
H -1.38 2.83 -3.25
H -0.48 1.51 -3.04
O -0.70 2.39 -2.70
*
```

=====

Here is C11H26BF4LiO7 as an isolated structure from OMol25. Energies are from the ωB97M-V functional and the def2-TZVPD basis.

Summary:
- Total energy: -1393.324320 Ha
- Gap between HOMO and LUMO: 7.8 eV

ORCA input file:
```
! wB97M-V def2-TZVPD RIJCOSX def2/J DEFGRID3
* xyz 0 1
Li -0.09 2.16 1.51
B -0.83 0.12 -0.65
F -0.95 1.22 -1.53
F 0.39 -0.51 -0.89
F -0.88 0.61 0.69
F -1.95 -0.71 -0.97
C -3.84 -1.87 1.79
O -2.49 -1.96 1.20
H -4.44 -2.25 1.06
H -4.26 -0.84 1.84
H -3.70 -2.17 2.79
H -2.45 -1.17 0.63
C -0.69 4.77 -0.39
O -0.78 3.46 0.13
H -1.03 4.60 -1.35
H 0.31 5.16 -0.57
H -1.41 5.40 0.32
H -0.77 2.72 -0.51
C 2.71 1.40 0.87
O 1.85 2.52 1.14
H 2.62 0.55 1.39
H 3.82 1.92 0.71
H 2.22 1.01 0.01
H 2.43 3.26 0.90
C -2.59 1.80 -4.48
O -1.20 2.03 -4.19
H -2.65 1.60 -5.55
H -3.08 2.58 -3.92
H -2.92 0.67 -4.03
H -1.01 1.64 -3.39
C -0.14 -0.90 -4.71
O -0.13 -1.85 -3.64
H -1.10 -0.69 -5.10
H 0.49 -1.22 -5.55
H 0.28 -0.20 -3.97
H 0.14 -1.30 -3.02
C 3.03 -2.73 3.94
C 1.64 -2.51 4.28
C 0.75 -1.98 3.38
C 1.11 -1.91 2.03
C 2.38 -2.28 1.62
C 3.35 -2.71 2.54
O 4.57 -3.16 2.10
O -0.63 -1.70 3.88
H 3.69 -3.05 4.75
H 1.23 -2.66 5.36
H 0.45 -1.53 1.29
H 2.59 -2.30 0.45
H 5.25 -3.26 2.76
H -1.25 -1.80 3.05
*
```

=====

Here is H14NaO7 as an isolated structure from OMol25. Energies are from the ωB97M-V functional and the def2-TZVPD basis.

Summary:
- Total energy: -697.249784 Ha
- Gap between HOMO and LUMO: 10.8 eV
- Relative energy (zero: lowest compared OMol25 entry of this formula, charge and spin): 0.379 eV

ORCA input file:
```
! wB97M-V def2-TZVPD RIJCOSX def2/J DEFGRID3
* xyz 1 1
Na -0.18 0.45 0.06
O -1.02 -1.74 0.12
H -0.93 -2.56 0.63
H -1.62 -1.97 -0.60
O 0.78 -0.11 -2.14
H 1.03 0.51 -2.83
H 0.45 -0.89 -2.60
O -2.49 0.96 -0.34
H -3.03 1.36 0.35
H -3.12 0.56 -0.95
O 0.50 2.62 -0.61
H 0.96 3.27 -0.06
H 0.22 3.12 -1.39
O 1.68 -0.34 1.28
H 2.09 0.06 2.06
H 2.25 -0.08 0.54
O -0.91 0.86 2.66
H -0.41 0.66 3.46
H -1.03 1.82 2.67
O 1.73 -2.98 -0.43
H 1.10 -2.26 -0.60
H 1.97 -3.33 -1.29
*
```

=====

Here is Br3Cu as an isolated structure from OMol25. Energies are from the ωB97M-V functional and the def2-TZVPD basis.

Summary:
- Total energy: -9362.631356 Ha
- Gap between HOMO and LUMO (spin up / spin down): 8.4 / 4.9 eV
- Relative energy (zero: lowest compared OMol25 entry of this formula, charge and spin): 0.000 eV
- ⟨S²⟩: 0.76

ORCA input file:
```
! wB97M-V def2-TZVPD RIJCOSX def2/J DEFGRID3
* xyz -1 2
Cu -0.26 0.20 -0.57
Br 1.87 1.21 0.84
Br -2.41 0.64 1.46
Br 0.80 -2.04 -1.74
*
```

=====

Here is a 2-piece molecular cluster, C4H16Si3 overall from OMol25. Energies are from the ωB97M-V functional and the def2-TZVPD basis.

Summary:
- Total energy: -1030.334904 Ha
- Gap between HOMO and LUMO (spin up / spin down): 6.5 / 6.7 eV
- Relative energy (zero: lowest compared OMol25 entry of this formula, charge and spin): 2.821 eV

ORCA input file:
```
! wB97M-V def2-TZVPD RIJCOSX def2/J DEFGRID3
* xyz 0 1
C 1.90 -0.99 -1.52
C 1.35 -1.81 1.33
C -0.25 2.21 -1.42
C -0.82 1.83 1.79
Si -3.03 -1.32 -0.29
Si 1.56 -0.26 0.21
Si -0.51 0.96 0.10
H 1.30 -1.83 -1.81
H 1.70 -0.08 -2.26
H 2.86 -1.46 -1.71
H 1.32 -1.62 2.38
H 0.30 -2.21 1.02
H 2.16 -2.50 1.18
H -0.21 1.61 -2.22
H -1.09 2.90 -1.60
H 0.70 2.80 -1.26
H -1.44 2.76 1.67
H -1.25 1.17 2.43
H 0.12 2.11 2.30
H -4.48 -1.53 -0.36
H -2.23 -1.84 -1.41
H -2.51 -1.64 1.08
H 2.55 0.75 0.38
*
```